1.
Here is a cluster of 5 separate species, C26H39ClNO13 in total in a non-equilibrium geometry from the Open Molecules 2025 dataset. Energies are from ωB97M-V/def2-TZVPD.

Geometry (Å):
C1 4.5151 1.3695 -2.6778
C2 3.3745 1.8147 -2.6272
C3 2.0018 2.5144 -2.3675
N1 2.1890 3.9784 -1.9287
C4 0.9018 4.4071 -1.4124
C5 -0.0930 4.7030 -0.7552
O1 3.2933 4.0243 -1.1508
C6 3.1814 4.5427 0.1768
C7 2.6218 3.4935 1.2693
C8 2.4348 4.7528 -3.2602
Cl1 1.0323 5.8756 -3.6759
C9 3.8196 5.5219 -3.2958
C10 3.8706 6.8575 -2.4141
H1 5.5434 0.9272 -2.5370
H2 1.5167 2.0028 -1.4645
H3 1.2679 2.4041 -3.2174
H4 -1.1461 4.8415 -0.3659
H5 2.7007 5.5733 0.2841
H6 4.2567 4.7276 0.5295
H7 2.2325 4.0581 2.1791
H8 3.4015 2.7116 1.5340
H9 1.7136 2.9453 0.8386
H10 2.4591 4.0118 -4.1275
H11 4.7219 4.8469 -3.1042
H12 3.9534 5.8680 -4.3799
H13 2.8605 7.3154 -2.2033
H14 4.3723 6.5992 -1.4328
H15 4.5366 7.6450 -2.9055
C11 -1.9086 -1.3449 -3.5645
C12 -0.4667 -1.0699 -3.2000
C13 0.2695 -2.2780 -2.7014
O2 1.2487 -1.7046 -1.8345
C14 0.7346 -0.5336 -1.3858
O3 1.2017 0.1113 -0.4865
O4 -0.3821 -0.1828 -2.0804
H16 -2.4966 -1.5975 -2.6786
H17 -2.3654 -0.4518 -3.9977
H18 -1.9866 -2.1582 -4.2881
H19 0.0541 -0.6038 -4.0438
H20 0.7472 -2.8338 -3.5086
H21 -0.3547 -2.9621 -2.1185
C15 -0.6628 2.2797 2.5598
C16 -0.5949 2.9209 3.9286
C17 -0.3855 1.9375 5.0461
O5 -1.0114 2.5857 6.1471
C18 -1.9744 3.3999 5.6288
O6 -2.8189 3.9385 6.2710
O7 -1.8451 3.5116 4.2736
H22 -1.5566 1.6587 2.4599
H23 -0.7302 3.0494 1.7863
H24 0.2200 1.6678 2.3621
H25 0.1682 3.7075 3.9408
H26 0.6715 1.7628 5.2523
H27 -0.8802 0.9752 4.8797
C19 2.0985 -4.1011 2.3702
C20 0.6987 -3.8223 1.8696
C21 -0.3613 -4.6328 2.5594
O8 -1.3678 -4.7380 1.5552
C22 -0.7357 -4.6393 0.3550
O9 -1.2458 -4.8843 -0.6989
O10 0.5534 -4.2310 0.5082
H28 2.4124 -5.1162 2.1146
H29 2.8114 -3.4247 1.8928
H30 2.1670 -3.9682 3.4517
H31 0.4829 -2.7498 1.9276
H32 -0.7527 -4.1344 3.4470
H33 -0.0334 -5.6404 2.8320
C23 -4.2327 -4.8398 -0.3336
C24 -4.7062 -6.0846 0.3814
C25 -5.3209 -7.1077 -0.5312
O11 -6.2389 -7.7748 0.3289
C26 -6.5910 -6.8816 1.2965
O12 -7.4897 -7.0382 2.0637
O13 -5.7835 -5.7830 1.2682
H34 -5.0761 -4.2749 -0.7410
H35 -3.7218 -4.1752 0.3665
H36 -3.5439 -5.0842 -1.1418
H37 -3.8900 -6.5150 0.9716
H38 -4.5834 -7.8082 -0.9251
H39 -5.8785 -6.6703 -1.3656

Atoms 1-6, force components in eV/Å:
-0.9 0.2 0.7
0.2 0.7 0.3
0.7 -3.0 0.9
-3.3 0.0 -2.5
-1.0 0.3 2.6
0.6 -1.0 -1.5

Properties
- multiplicity = 1
- E_tot (a.u.) = -2506.693481
- net charge = +1

Löwdin population analysis, charges in e, atoms 1 to 5:
1. C 0.14
2. C -0.06
3. C -0.07
4. N -0.22
5. C -0.17

***

2.
Here is a structure of composition C26H39GeN7O2Sr from the Open Molecules 2025 dataset. Energies are from ωB97M-V/def2-TZVPD.

Geometry (Å):
Sr1 0.1208 0.1841 0.1399
N1 -2.0157 1.6438 -1.0790
C1 -1.5172 1.8391 -2.4378
C2 -0.3944 2.8679 -2.4875
N2 0.8096 2.4958 -1.7244
C3 1.8980 2.0393 -2.5962
C4 1.7003 0.6027 -3.0578
N3 1.8297 -0.3239 -1.9213
C5 1.2529 3.5499 -0.8070
C6 0.3180 3.7715 0.3711
N4 0.2680 2.5778 1.2241
H1 -2.6274 0.8332 -1.0727
H2 -2.5643 2.4405 -0.7735
H3 -2.2925 2.1320 -3.1540
H4 -1.1410 0.8667 -2.7554
H5 -0.7620 3.8282 -2.1163
H6 -0.1434 3.0248 -3.5432
H7 2.8342 2.1082 -2.0393
H8 2.0076 2.6902 -3.4753
H9 2.3895 0.3760 -3.8759
H10 0.6975 0.4913 -3.4595
H11 2.8074 -0.5168 -1.7349
H12 1.3900 -1.2109 -2.1544
H13 1.3936 4.5089 -1.3294
H14 2.2295 3.2579 -0.4119
H15 -0.6948 3.9626 0.0136
H16 0.6483 4.6659 0.9053
H17 -0.4997 2.6353 1.8851
H18 1.1170 2.4892 1.7764
O1 2.4632 -2.9186 6.5123
C7 1.2664 -2.6305 6.3463
O2 0.2506 -2.7878 7.0421
C8 0.9955 -1.8864 5.0153
C9 -0.2659 -1.8665 4.4477
C10 -0.4598 -1.2279 3.2320
N5 0.5167 -0.5516 2.6085
C11 1.7250 -0.5241 3.1922
C12 2.0111 -1.2089 4.3598
C13 2.7848 0.2975 2.5414
C14 3.7435 0.9316 3.3320
C15 4.7516 1.6564 2.7267
C16 4.7850 1.7299 1.3426
C17 3.7836 1.0914 0.6361
N6 2.7907 0.4020 1.2036
C18 -1.8120 -1.2316 2.6001
C19 -2.6742 -2.3057 2.8035
C20 -3.9567 -2.2452 2.2930
C21 -4.3497 -1.1115 1.6008
C22 -3.4169 -0.1103 1.4139
N7 -2.1686 -0.1599 1.8802
H19 -1.0803 -2.3236 4.9944
H20 3.0111 -1.2598 4.7707
H21 3.6817 0.8511 4.4081
H22 5.5045 2.1535 3.3247
H23 5.5646 2.2691 0.8223
H24 3.7766 1.1255 -0.4474
H25 -2.3330 -3.1745 3.3487
H26 -4.6420 -3.0698 2.4386
H27 -5.3491 -1.0118 1.2001
H28 -3.6836 0.7871 0.8669
C23 -0.1574 -2.1650 -4.2463
Ge1 -1.6504 -2.3104 -2.9447
C24 -2.0114 -4.2469 -2.9174
C25 -3.1400 -1.4279 -3.8860
C26 -1.4192 -1.5770 -1.1756
H29 -0.3730 -2.8617 -5.0600
H30 0.8180 -2.4443 -3.8376
H31 -0.0808 -1.1666 -4.6836
H32 -2.2069 -4.6310 -3.9217
H33 -2.8708 -4.4712 -2.2832
H34 -1.1457 -4.7765 -2.5123
H35 -3.2925 -1.8799 -4.8686
H36 -2.9352 -0.3636 -4.0337
H37 -4.0676 -1.5207 -3.3171
H38 -1.3086 -2.4704 -0.5365
H39 -2.4330 -1.2071 -0.9411

Atoms 1-6, force components in eV/Å:
-0.2 0.1 -0.5
0.0 0.0 0.1
0.2 0.0 0.0
0.0 -0.1 0.0
0.0 -0.2 0.2
-0.1 0.0 0.0

Properties
- multiplicity = 1
- E_tot (a.u.) = -3655.618239

Löwdin population analysis, charges in e, atoms 1 to 5:
1. Sr 1.27
2. N -0.02
3. C -0.26
4. C -0.17
5. N -0.18

***

3.
Here is a structure of composition C26H39InN8O5Si2 in a non-equilibrium geometry from the Open Molecules 2025 dataset. Energies are from ωB97M-V/def2-TZVPD.

Geometry (Å):
In1 10.7038 7.8188 15.6720
N1 12.6592 6.3413 15.9111
C1 13.7743 6.9152 15.1530
C2 13.6005 8.5031 14.9338
O1 14.6055 9.0618 14.4588
N2 12.4347 9.0381 15.2998
C3 12.2947 10.4869 15.0913
C4 10.9370 10.9471 15.6953
O2 10.7062 12.1082 16.0496
O3 9.9939 9.9928 15.6784
H1 12.9064 6.2100 16.8934
H2 12.3915 5.4225 15.5950
H3 13.7624 6.5380 14.1220
H4 14.7448 6.6465 15.6049
H5 12.3476 10.7335 14.0335
H6 13.1122 11.0131 15.6030
O4 10.3966 5.8515 14.3386
N3 10.2567 5.9504 13.0759
N4 10.1646 7.1595 12.6304
O5 10.0759 8.2180 13.4213
C5 10.1634 7.3677 11.2665
C6 10.1059 6.2547 10.3941
C7 10.1091 6.4825 9.0288
C8 10.0126 7.7736 8.5525
C9 9.9829 8.8709 9.3662
C10 10.1322 8.6514 10.7356
H7 10.1133 5.2454 10.7990
H8 10.1375 5.6550 8.2934
H9 9.9861 7.9135 7.4622
H10 9.8642 9.8758 8.9462
H11 10.1205 9.4765 11.4118
C11 7.2471 8.2415 16.2133
Si1 8.3282 6.7745 16.6642
C12 7.8804 5.1221 15.7363
C13 8.1341 6.4442 18.4728
C14 7.0320 5.7518 19.0165
C15 6.7534 5.8915 20.3521
C16 7.5784 6.6130 21.1927
C17 8.8309 7.0627 20.7534
C18 9.0159 7.0844 19.3739
Si2 10.3642 7.9554 18.5066
C19 9.9554 9.7949 18.7817
C20 12.1252 7.5209 19.0672
H12 6.2472 8.0415 16.6354
H13 7.1810 8.3516 15.1426
H14 7.6117 9.2013 16.6828
H15 6.9549 4.7539 16.2327
H16 8.6912 4.3819 15.8169
H17 7.6137 5.2791 14.6973
H18 6.4027 5.1008 18.4204
H19 5.8304 5.4540 20.7673
H20 7.2678 6.8481 22.2232
H21 9.5053 7.5044 21.4725
H22 10.0204 10.0108 19.8957
H23 8.9422 10.0743 18.4799
H24 10.6705 10.4576 18.2843
H25 12.2051 8.0446 20.0388
H26 12.8564 8.0258 18.3904
H27 12.3966 6.4739 19.1076
C21 6.0873 10.3830 12.6091
N5 5.5207 11.6446 12.0523
C22 4.9995 12.4510 13.1737
N6 6.0733 12.7752 14.1503
C23 6.5987 11.5365 14.6819
N7 7.1532 10.6255 13.6267
C24 8.2570 11.4460 13.0026
N8 7.7371 12.6734 12.3865
C25 6.6264 12.3612 11.4290
C26 7.1273 13.4880 13.4727
H28 6.5030 9.7649 11.7941
H29 5.2487 9.8183 13.1080
H30 4.2428 11.8224 13.6755
H31 4.5286 13.3571 12.7720
H32 5.8196 11.0113 15.2906
H33 7.4609 11.7044 15.3305
H34 8.7311 10.8309 12.2111
H35 9.0336 11.7554 13.7607
H36 7.0909 11.7543 10.6317
H37 6.3001 13.3015 10.9806
H38 6.7259 14.3954 13.0646
H39 7.8899 13.7636 14.1897

Atoms 1-6, force components in eV/Å:
-1.4 -0.1 -0.4
0.2 -0.3 0.8
-0.6 1.2 -0.4
0.8 -0.9 0.6
-0.5 0.1 0.1
1.3 -0.2 -0.4

Properties
- multiplicity = 1
- E_tot (a.u.) = -2597.408696
- net charge = -2

Löwdin population analysis, charges in e, atoms 1 to 5:
1. In 0.67
2. N -0.03
3. C -0.15
4. C -0.54
5. O -0.05

***

4.
Here is a cluster of 13 separate species, C26H39N13 in total in a non-equilibrium geometry from the Open Molecules 2025 dataset. Energies are from ωB97M-V/def2-TZVPD.

Geometry (Å):
C1 11.5805 5.9406 16.4469
C2 11.9573 5.5049 15.1669
N1 12.2265 5.2230 14.0857
H1 10.5962 6.3016 16.4467
H2 12.3048 6.6174 16.8328
H3 11.5432 5.0991 17.1318
C3 15.5218 5.7233 13.2653
C4 15.6099 6.5987 14.3998
N2 15.5239 7.1216 15.4239
H4 15.6991 6.3209 12.3985
H5 14.5403 5.2240 13.2358
H6 16.3159 4.9254 13.2979
C5 10.4642 12.4161 11.8603
C6 11.6708 12.2170 12.6142
N3 12.6608 12.1719 13.1891
H7 9.5947 12.1371 12.4751
H8 10.5022 11.7517 10.9716
H9 10.3701 13.4423 11.4674
C7 7.9818 5.1899 16.5507
C8 7.8915 6.2611 17.5381
N4 7.8893 7.1375 18.2590
H10 7.0458 5.1550 15.9926
H11 8.1938 4.2655 17.0566
H12 8.7671 5.3482 15.7470
C9 18.3204 8.9634 14.0923
C10 18.4439 8.1475 12.9315
N5 18.5804 7.4988 12.0044
H13 19.0923 8.6606 14.7860
H14 17.3280 8.8440 14.5365
H15 18.4622 9.9466 13.7628
C11 14.5792 11.7869 16.5509
C12 15.2944 11.4655 15.3095
N6 15.8889 11.1701 14.3668
H16 15.2110 11.5978 17.3829
H17 13.7269 11.0308 16.6033
H18 14.2346 12.8038 16.5801
C13 9.9346 9.3636 7.1810
C14 10.1510 9.5524 8.6345
N7 10.2277 9.7057 9.7786
H19 10.8904 9.3030 6.6879
H20 9.2526 10.0917 6.7105
H21 9.6220 8.3194 7.0205
C15 16.0487 6.4483 18.3952
C16 15.4560 7.7245 18.6541
N8 15.1165 8.7913 18.7674
H22 16.8610 6.5470 17.6701
H23 15.2623 5.7553 18.0356
H24 16.4485 6.0664 19.3087
C17 9.3852 10.2485 17.1496
C18 9.0991 10.9007 15.8724
N9 9.0932 11.4706 14.8688
H25 8.3939 9.9749 17.5770
H26 9.9469 10.8885 17.8707
H27 10.0302 9.3699 17.0282
C19 11.4131 7.8904 19.6262
C20 12.2949 6.7826 19.6585
N10 13.0101 5.9033 19.8497
H28 10.5066 7.6710 19.0512
H29 11.8704 8.6482 19.0209
H30 11.2161 8.2515 20.6455
C21 10.1380 6.6382 11.9581
C22 9.7587 7.1043 13.2800
N11 9.5628 7.4472 14.3452
H31 10.1473 5.5229 12.0651
H32 11.1034 6.9053 11.4904
H33 9.4404 6.9759 11.2456
C23 14.6897 9.4645 9.9641
C24 13.9770 8.1907 10.1051
N12 13.2651 7.3016 10.3241
H34 15.6663 9.3411 10.4791
H35 14.1115 10.3084 10.3849
H36 14.9523 9.6750 8.8951
C25 13.0164 8.4584 13.3003
C26 12.6590 8.6484 14.6834
N13 12.3880 8.9287 15.7618
H37 12.2016 8.6802 12.6375
H38 13.3637 7.4495 13.1020
H39 13.8209 9.1599 13.0570

Atoms 1-6, force components in eV/Å:
0.3 -1.2 1.7
0.3 -0.3 -1.9
0.1 -0.2 0.1
-1.2 1.1 -0.2
0.4 0.8 0.3
0.2 -0.4 0.1

Properties
- multiplicity = 1
- E_tot (a.u.) = -1725.822253

Löwdin population analysis, charges in e, atoms 1 to 5:
1. C -0.09
2. C -0.27
3. N 0.18
4. H 0.02
5. H 0.05

***

5.
Here is a cluster of 2 separate species, C26H39N4O4S2 in total in a non-equilibrium geometry from the Open Molecules 2025 dataset. Energies are from ωB97M-V/def2-TZVPD.

Geometry (Å):
C1 -3.7200 2.0739 -4.4297
C2 -5.1748 1.5911 -3.8835
C3 -4.9312 0.1530 -3.1828
C4 -5.9350 0.0207 -1.9300
C5 -6.4167 -1.5029 -1.7727
C6 -5.2166 0.6328 -0.6495
C7 -5.6921 1.9736 0.0074
S1 -7.1383 2.9473 -0.5801
C8 -4.8785 2.5093 1.2451
O1 -5.2981 3.7376 1.8250
C9 -3.6423 1.7601 1.8045
C10 -2.8270 2.3808 3.0376
C11 -1.3943 2.8897 2.4291
S2 -1.5173 3.3639 0.6095
C12 -0.5076 2.2180 -0.3999
N1 0.8113 2.4342 -0.9096
N2 1.3606 1.4184 -1.6280
C13 0.3239 0.4109 -1.6379
O2 -0.7875 0.9203 -0.9133
C14 -3.1626 0.4240 1.2037
C15 -3.9964 -0.0622 -0.0134
C16 -3.2154 -1.3891 -0.3910
O3 -3.3348 -2.2064 -1.3255
N3 -2.1083 -1.6157 0.5773
C17 -1.9715 -0.5476 1.6036
O4 -1.1463 -0.4963 2.5365
H1 -3.9107 2.9697 -5.1099
H2 -3.2040 1.2015 -4.9585
H3 -3.0822 2.4400 -3.5552
H4 -5.5159 2.3699 -3.1231
H5 -5.9038 1.4390 -4.7467
H6 -3.8658 0.1823 -2.7379
H7 -5.0667 -0.7243 -3.9059
H8 -6.8893 0.6434 -2.1182
H9 -5.6466 -2.2202 -2.2406
H10 -6.7295 -1.7979 -0.7189
H11 -7.3573 -1.6128 -2.4365
H12 -8.3265 2.3964 -0.0945
H13 -5.8701 3.5889 2.6090
H14 -2.6848 1.6412 3.8913
H15 -3.3385 3.3434 3.4154
H16 -0.9677 3.7837 2.9906
H17 -0.6249 2.0502 2.4803
H18 0.3108 -0.6251 -2.1099
H19 -1.1790 -1.6014 0.1138
C18 2.3831 -2.4505 -0.3466
C19 3.3034 -1.2546 -0.5875
C20 4.8005 -1.5672 -0.5791
N4 5.4827 -1.6203 0.8017
C21 5.4738 -0.2304 1.4350
C22 6.3067 -0.1844 2.7076
C23 7.7419 -0.6231 2.4615
C24 7.8024 -1.9855 1.7883
C25 6.9353 -2.0481 0.5397
C26 4.7971 -2.6314 1.6915
H20 2.3135 -2.7237 0.7053
H21 1.3678 -2.2066 -0.6701
H22 2.7117 -3.3273 -0.9112
H23 3.0455 -0.4390 0.0916
H24 3.0718 -0.8885 -1.5940
H25 5.3298 -0.7918 -1.1412
H26 4.9962 -2.5256 -1.0687
H27 5.8714 0.4662 0.6910
H28 4.4378 0.0352 1.6521
H29 6.3037 0.8368 3.0994
H30 5.8533 -0.8092 3.4837
H31 8.2880 -0.6529 3.4081
H32 8.2450 0.1178 1.8302
H33 7.5156 -2.7652 2.5000
H34 8.8381 -2.2035 1.5114
H35 6.9070 -3.0634 0.1341
H36 7.3314 -1.3753 -0.2245
H37 4.6350 -3.5431 1.1164
H38 3.8599 -2.2030 2.0420
H39 5.4200 -2.8500 2.5553

Atoms 1-6, force components in eV/Å:
-1.2 0.3 0.1
1.9 -0.9 -0.1
-0.4 1.3 0.9
-0.1 -0.2 0.3
-0.5 -0.1 -0.9
1.2 1.0 2.2

Properties
- multiplicity = 1
- E_tot (a.u.) = -2329.966930
- net charge = +1

Löwdin population analysis, charges in e, atoms 1 to 5:
1. C -0.13
2. C -0.23
3. C -0.17
4. C -0.33
5. C -0.08

***

6.
Here is a structure of composition C26H40AuN3O2Si3 from the Open Molecules 2025 dataset. Energies are from ωB97M-V/def2-TZVPD.

Geometry (Å):
Au1 -0.0712 0.6776 -0.4643
O1 -0.3508 -5.2690 -4.3175
C1 -1.5457 -4.5408 -4.1847
C2 -1.2510 -3.2573 -3.4658
C3 -2.2814 -2.3894 -3.1073
C4 -1.9678 -1.2213 -2.4477
N1 -0.7149 -0.8682 -2.1579
C5 0.2808 -1.6975 -2.4864
C6 0.0504 -2.9017 -3.1369
C7 1.6449 -1.2314 -2.1315
C8 2.7652 -1.7495 -2.7590
C9 4.0144 -1.1849 -2.5352
C10 5.2432 -1.7382 -3.1904
O2 4.8512 -2.6571 -4.1788
C11 4.0822 -0.0694 -1.7060
C12 2.9358 0.3807 -1.0941
N2 1.7433 -0.2069 -1.2590
H1 -0.5251 -6.1009 -4.7696
H2 -2.3017 -5.0940 -3.6148
H3 -1.9815 -4.2938 -5.1606
H4 -3.3140 -2.6234 -3.3297
H5 -2.7494 -0.5384 -2.1323
H6 0.8515 -3.5839 -3.3759
H7 2.6806 -2.5565 -3.4695
H8 5.8514 -2.2170 -2.4114
H9 5.8271 -0.9083 -3.6042
H10 5.6300 -3.0209 -4.6121
H11 5.0131 0.4544 -1.5363
H12 2.9573 1.2489 -0.4589
C13 1.4345 -1.4988 2.8366
Si1 1.2997 0.3662 2.7340
C14 2.9629 0.9945 2.1651
C15 0.9987 1.1058 4.4377
C16 -0.2500 0.9309 1.6942
Si2 -1.7865 -0.2531 1.8898
C17 -1.4586 -1.9560 1.1500
C18 -3.3894 0.4072 1.1749
C19 -2.0078 -0.4497 3.7470
Si3 -0.6474 2.7846 1.9520
C20 0.8291 3.9087 1.7691
C21 -1.6593 3.1424 3.4776
C22 -1.7580 3.0572 0.4222
C23 -2.7000 4.0493 0.1899
C24 -3.3826 4.1156 -1.0111
C25 -3.1015 3.1807 -1.9971
C26 -2.1596 2.2116 -1.7339
N3 -1.5213 2.1600 -0.5482
H13 2.3962 -1.7351 3.2997
H14 1.4301 -1.9781 1.8555
H15 0.6651 -1.9656 3.4480
H16 3.6292 0.8997 3.0265
H17 2.9963 2.0360 1.8443
H18 3.3808 0.3531 1.3959
H19 1.8110 0.7544 5.0805
H20 0.0662 0.7900 4.8983
H21 1.0479 2.1956 4.4523
H22 -0.8173 -1.9861 0.2666
H23 -2.4167 -2.3927 0.8578
H24 -1.0102 -2.6175 1.8893
H25 -3.3675 0.5597 0.0958
H26 -3.7274 1.3344 1.6395
H27 -4.1603 -0.3425 1.3693
H28 -1.2221 -1.0561 4.1924
H29 -2.9477 -0.9938 3.8845
H30 -2.0931 0.4824 4.3019
H31 1.5803 3.7601 2.5447
H32 0.4836 4.9423 1.8499
H33 1.3136 3.8009 0.7967
H34 -1.1108 2.9226 4.3918
H35 -2.6067 2.6055 3.5056
H36 -1.8827 4.2130 3.4967
H37 -2.8992 4.7758 0.9666
H38 -4.1192 4.8887 -1.1822
H39 -3.5976 3.1941 -2.9566
H40 -1.8922 1.4599 -2.4635

Atoms 1-6, force components in eV/Å:
-0.1 0.3 -0.6
0.0 0.0 0.0
0.0 0.0 0.0
0.0 0.1 0.0
0.1 -0.1 0.0
-0.1 0.0 0.0

Properties
- multiplicity = 1
- E_tot (a.u.) = -2333.223094
- net charge = +2

Löwdin population analysis, charges in e, atoms 1 to 5:
1. Au 1.14
2. O -0.04
3. C -0.20
4. C -0.14
5. C 0.02